This record from the Open Molecules 2025 dataset describes a cluster of 2 separate species, C22H42FIN4O8P2S2 in total. The level of theory is wB97M-V/def2-TZVPD.

Geometry as XYZ:
```
82
Properties=species:S:1:pos:R:3
I 2.4398 -2.5346 -5.8086
S -4.2345 -2.6982 0.2394
S 0.4809 -6.3351 -2.8366
P -1.1454 -6.3426 -1.8742
P -1.2864 -3.1056 0.9476
F -4.5650 -1.4804 -4.4041
O -5.2577 0.6049 -0.1171
O -2.2058 -7.5003 -2.1576
O -4.4440 -3.5458 -5.2289
O -1.0649 -6.1894 -0.2982
O -1.2597 -1.8484 1.9889
O 0.4474 -1.0096 -0.1930
O 2.0678 2.9675 1.2108
O 0.2932 -3.4374 0.8813
N 2.5341 3.6712 2.1699
N -3.2010 -2.9257 -2.2763
N -2.3471 -5.1288 -2.2226
N -1.0317 -3.1974 -1.7288
C 0.9473 0.1292 0.5169
C 0.6298 5.1247 2.7568
C -4.1673 0.1294 -0.1351
C 1.4372 6.3470 2.3270
C 2.0896 -0.3235 1.4183
C -1.5593 -2.1668 -0.7503
C -4.5155 -2.8321 -4.2929
C 4.3950 5.2568 2.7561
C -0.8188 -0.8324 -0.7327
C -4.5128 -3.2551 -2.8277
C -3.0952 -2.0343 -1.0529
C 1.7080 -3.4431 -4.0240
C -0.5292 -2.5880 -3.0363
C 0.9912 -2.4429 -3.1059
C 2.4752 5.9737 1.2718
C 4.1826 4.3284 0.4768
C 0.6513 2.7081 3.4154
C -3.6501 -0.6365 -1.3444
C -2.2211 -3.8304 -2.1029
C 2.1480 4.2681 4.5782
C 3.3832 4.8104 1.6822
C 1.5033 3.9568 3.2214
H 1.9569 5.7038 0.3461
H 0.1456 0.5733 1.1124
H -2.0658 -1.8645 2.5178
H -0.7225 -0.3873 -1.7311
H -0.9895 -1.6123 -3.1391
H 3.0093 0.2132 1.2056
H -0.9005 -3.1750 -3.8812
H -1.4093 -0.1294 -0.1365
H -3.4787 0.2581 0.7213
H 1.0324 -4.2104 -4.3824
H 4.0285 6.0708 3.3780
H 0.0807 2.4672 2.5210
H 1.8356 -0.1596 2.4638
H 0.0141 4.7910 1.9152
H 2.5527 -3.9134 -3.5340
H 0.6399 -3.4214 -0.0195
H 2.2326 -1.3979 1.3047
H 3.1088 6.8327 1.0394
H -3.7579 -3.9458 0.3431
H 1.1802 -1.4417 -3.4949
H 4.8381 5.1366 0.1522
H 0.7616 7.0985 1.9156
H 1.9152 6.8131 3.1922
H 1.2952 0.8791 -0.1967
H 2.8648 3.4932 4.8520
H -0.0492 2.8868 4.2318
H -5.2863 -2.7314 -2.2703
H 2.6520 5.2281 4.6145
H 4.6758 4.4273 3.4041
H -1.9658 -8.3450 -1.7529
H 4.7988 3.4663 0.7363
H -0.1887 -6.4304 0.0352
H -3.2448 -5.4947 -2.5172
H 1.2723 1.8494 3.6739
H 1.4240 -2.4414 -2.1051
H -0.0553 5.3847 3.5671
H 1.3677 4.2903 5.3391
H -4.7387 -4.3200 -2.8092
H 3.5402 4.0541 -0.3556
H 5.3029 5.6138 2.2720
H -2.8770 -0.0157 -1.8004
H -4.4885 -0.7066 -2.0358
```

Computed properties:
* lowest unoccupied orbital energy (spin up / spin down): -3.7148 / -3.7148 eV
* maximum force: 1.24 eV Å⁻¹
* calculated total energy: -3560.874226 a.u.
* gap between HOMO and LUMO (spin up / spin down): 0.228 / 0.271 Ha
* net charge: +1
* 2S+1: 2

This record from the Open Molecules 2025 dataset describes a cluster of 2 separate species, C22H42N3O4 in total. The level of theory is wB97M-V/def2-TZVPD.

Geometry as XYZ:
```
71
Properties=species:S:1:pos:R:3
O 3.6225 1.2779 -1.3454
O -2.5761 0.2970 4.7607
O 4.3563 1.5837 0.7734
O 0.2293 0.0000 -5.5940
N 3.0514 2.5187 -1.7572
N -1.4147 -3.8012 1.7597
N -0.2928 -0.5438 1.7242
C -1.4325 -0.6326 -2.6926
C 3.4713 1.2211 0.0598
C -1.5050 -1.2934 2.2056
C -1.3935 0.5513 -3.7372
C -1.0829 3.8100 0.3655
C -1.1602 0.0744 -5.2369
C 2.4661 -2.5629 -1.0018
C 1.0328 1.4837 1.1412
C -1.9095 -2.4897 1.2269
C -1.3822 1.8405 2.1188
C -0.1718 -1.6100 -2.7951
C 2.1592 0.6528 0.6722
C -1.5363 0.2218 5.7392
C 0.7601 -1.3444 1.3038
C 3.1117 -1.8292 0.2679
C -1.8961 -0.7814 6.8169
C 0.8150 1.2925 -5.7298
C 1.1225 -0.7878 -2.4490
C -1.1167 3.3730 1.8989
C -0.2029 0.8812 1.6738
C 2.4299 -1.6480 -2.2863
C 2.0079 -0.8063 0.7586
H -0.6178 -0.0778 5.2297
H -1.3845 1.2164 6.1689
H -1.1052 -0.8507 7.5656
H 3.1149 -3.4640 -1.1957
H -2.4260 1.0187 -3.7347
H -1.2264 2.9380 -0.3375
H -0.1757 3.7121 2.4230
H -0.6910 1.3787 -3.4533
H -2.4151 -0.6525 2.2881
H -1.3368 -1.7207 3.2380
H -1.7988 4.6468 0.1410
H 1.8663 1.1300 -6.1109
H -3.3797 0.5656 5.2234
H 3.2652 -2.5434 1.1156
H 0.7089 -2.4621 1.3586
H -2.8262 -0.4965 7.3148
H 0.2974 1.8991 -6.5291
H 2.8369 3.0366 -0.8920
H -1.5008 -0.1490 -1.6668
H -0.3665 -2.4213 -2.0409
H -1.9793 3.9315 2.3625
H -1.0811 -4.3969 0.9989
H 3.3516 -1.0049 -2.2685
H -3.0227 -2.5830 1.1506
H -2.0570 -1.7702 6.3818
H 1.1763 2.5866 1.0632
H -1.7116 1.5958 3.1758
H 1.4475 -2.9693 -0.7245
H -2.2651 1.5746 1.4573
H -0.0535 4.2154 0.1269
H -1.7176 -0.8803 -5.4511
H -1.6068 0.8826 -5.8979
H -2.4034 -1.1818 -2.8360
H 2.1641 2.2485 -2.2095
H -0.1981 -2.0194 -3.8381
H -0.6598 -3.6499 2.4357
H 1.3041 -0.0913 -3.3231
H 4.0700 -1.3051 0.0074
H 0.8773 -0.1257 -1.5769
H -1.4785 -2.2856 0.1993
H 2.5262 -2.2896 -3.2123
H 0.9156 1.8655 -4.7692
```

Computed properties:
* lowest unoccupied orbital energy: -4.1920 eV
* maximum force: 2.88 eV Å⁻¹
* energy relative to the best compared isomer or geometry (same formula, charge and spin): 0.0 kJ/mol
* calculated total energy: -1328.288017 a.u.
* gap between HOMO and LUMO: 0.284 Ha
* net charge: +1

This record from the Open Molecules 2025 dataset describes a structure of composition C22H42NP3PrSSe. The level of theory is wB97M-V/def2-TZVPD.

Geometry as XYZ:
```
71
Properties=species:S:1:pos:R:3
Pr 0.0584 0.5549 -1.6632
Se -0.4044 -2.4341 -0.1640
S 2.5751 -0.5780 -1.6490
P 0.4315 0.1403 2.4328
P -2.3963 0.7413 0.2481
P 0.9260 2.6048 0.0822
N 4.5834 -0.1214 0.0028
C 3.5191 -0.9543 -0.2710
C -3.8614 -3.5744 -2.2606
C 0.7038 3.6731 1.4983
C -1.1200 -3.2137 -2.9344
C -2.0990 -3.2485 -3.9317
C -3.4573 -3.3494 -3.5873
C -0.7571 -0.4477 -5.3406
C -0.4576 -0.0295 -4.0892
C -2.8968 -3.5121 -1.2533
C 5.4033 -0.2866 1.0890
C -3.1188 -0.4177 1.4834
C -3.8257 0.7542 -0.9062
C 3.3671 -2.1008 0.5100
C 5.2109 -1.3830 1.9090
C 0.4283 -1.4997 3.2621
C 2.1986 0.5217 2.8268
C -0.3695 1.0950 3.7786
C 0.0673 3.5718 -1.2472
C 2.6782 2.8993 -0.3333
C -1.5937 -3.1243 -1.6109
C -2.7574 2.2819 1.1592
C 4.1875 -2.3088 1.6102
H 2.8644 -0.1598 2.2811
H 1.2951 3.3156 2.3427
H -3.7824 -0.0840 -1.6208
H -1.7801 -3.2018 -4.9676
H -4.8896 -3.8160 -1.9988
H 2.7963 3.9749 -0.5290
H 0.7267 4.4329 -1.4198
H 6.1368 0.5008 1.2480
H -0.0879 3.0937 -2.2409
H 2.5969 -2.8146 0.2287
H 1.0644 4.6657 1.2057
H 4.0668 -3.1890 2.2474
H -0.5259 -2.0057 3.1097
H -2.9343 -1.4850 1.3308
H -1.5787 -1.7145 0.3655
H 3.3050 2.6258 0.5397
H -4.2316 -3.2207 -4.3355
H -0.3498 3.7383 1.7803
H -0.8343 0.9530 -3.7027
H 4.7250 0.6567 -0.6386
H 2.4532 1.5603 2.5711
H -3.8445 2.3498 1.2643
H -1.4415 0.8913 3.8050
H -4.2075 -0.3334 1.4409
H -2.3167 2.2562 2.1574
H -0.0573 -3.3361 -3.1523
H 1.2347 -2.1342 2.8715
H 3.0147 2.3227 -1.2121
H 2.3267 0.3698 3.9100
H 0.0719 0.7820 4.7284
H 0.5902 -1.3375 4.3381
H -2.7713 -0.1957 2.4955
H -1.4263 0.0636 -6.0299
H -0.9021 3.9285 -0.8778
H -4.7404 0.6467 -0.2939
H 5.8673 -1.5015 2.7754
H -3.0986 -3.8001 -0.2256
H -3.8729 1.7024 -1.4509
H -0.2993 -1.3570 -5.7407
H -0.2179 2.1676 3.6424
H 0.2326 -0.7363 -3.5281
H -2.4013 3.1705 0.6349
```

Computed properties:
* lowest unoccupied orbital energy (spin up / spin down): -10.1302 / -9.3475 eV
* maximum force: 3.79 eV Å⁻¹
* energy relative to the best compared isomer or geometry (same formula, charge and spin): 11.7 kJ/mol
* calculated total energy: -5257.935231 a.u.
* gap between HOMO and LUMO (spin up / spin down): 0.228 / 0.257 Ha
* net charge: +3
* 2S+1: 3

This record from the Open Molecules 2025 dataset describes a structure of composition C22H42NP3SSc. The level of theory is wB97M-V/def2-TZVPD.

Geometry as XYZ:
```
70
Properties=species:S:1:pos:R:3
Sc -0.5802 -0.2354 -0.9951
S -0.8834 -1.9544 -2.5088
P 1.7341 0.4520 0.2709
P 0.5552 1.6392 -2.9321
P -2.3290 1.4502 -0.5781
N -0.8661 -1.2675 0.9444
C -1.2314 -1.7255 3.7079
C 1.1969 3.2622 -2.3661
C -1.0493 -3.7816 -6.5774
C -0.7019 -0.2926 1.8649
C -0.3758 2.1327 -4.4359
C 1.6059 2.1376 1.0194
C -2.1416 -2.4099 -4.8940
C -3.7656 0.9885 -1.5953
C 3.2934 0.5082 -0.6572
C -1.1594 -2.5117 1.4025
C 1.7896 -4.1670 -0.9647
C -0.1328 -4.2176 -5.6191
C -0.1693 -3.7300 -4.3228
C -2.0900 -2.9489 -6.1784
C -1.0925 -2.7037 -3.9965
C -1.9207 3.1777 -0.9182
C -0.8876 -0.4656 3.2256
C 2.2979 -3.2444 -0.1203
C 2.2724 -0.4432 1.7840
C -1.3630 -2.7546 2.7661
C 2.0438 0.9875 -3.7966
C -3.0035 1.5052 1.1112
H -0.0813 3.1040 -4.8540
H -3.8944 2.1414 1.1677
H -0.9715 -4.1068 -7.6108
H -1.7674 3.3465 -1.9911
H 2.1853 -1.5202 1.6466
H -2.8571 -2.6975 -6.8991
H -1.2540 -3.3181 0.6646
H 3.3225 -0.2228 2.0080
H 0.7942 -4.6221 -0.7710
H -2.2496 1.8819 1.8141
H -2.7539 3.7747 -0.5270
H 2.9040 1.6596 -3.6577
H 0.6351 -4.9235 -5.9117
H 0.7528 2.1901 1.7090
H 1.4763 2.9272 0.2687
H -2.0761 -1.0235 -1.5573
H 4.0782 0.4383 0.1061
H -0.7635 0.3881 3.8989
H -1.6417 -3.7482 3.0836
H 2.5378 2.2783 1.5836
H -1.4567 2.1912 -4.2352
H 3.4205 1.4293 -1.2412
H 1.6490 -0.1779 2.6437
H -3.2476 0.4886 1.4419
H 1.7296 -3.0528 0.7848
H -1.4402 -1.8776 4.7748
H -4.5389 1.7328 -1.3712
H -0.4167 0.7126 1.5344
H -4.1014 -0.0191 -1.3104
H 3.0858 -2.5334 -0.3787
H -3.5231 0.9579 -2.6676
H 3.3890 -0.3390 -1.3464
H -2.9710 -1.7827 -4.5811
H 2.3032 -4.4385 -1.8925
H -0.9902 3.4372 -0.3925
H 2.1148 3.1416 -1.7801
H 1.3724 3.8667 -3.2696
H 0.4748 3.7609 -1.7135
H 2.3291 0.0275 -3.3549
H 0.5449 -4.0850 -3.5814
H 1.8474 0.8410 -4.8687
H -0.2444 1.3301 -5.1633
```

Computed properties:
* lowest unoccupied orbital energy (spin up / spin down): -11.4960 / -11.4986 eV
* maximum force: 4.32 eV Å⁻¹
* energy relative to the best compared isomer or geometry (same formula, charge and spin): 45.7 kJ/mol
* calculated total energy: -3100.188451 a.u.
* gap between HOMO and LUMO (spin up / spin down): 0.224 / 0.224 Ha
* net charge: +3

This record from the Open Molecules 2025 dataset describes a cluster of 7 separate species, C22H42O9 in total. The level of theory is wB97M-V/def2-TZVPD.

Geometry as XYZ:
```
73
Properties=species:S:1:pos:R:3
O -0.1426 0.1119 -0.2633
O 1.5075 1.3274 -1.1193
O 2.2352 -1.0597 1.3212
O -4.6379 3.1677 1.4006
O 0.4426 2.0434 0.7146
O -2.5986 3.4855 4.8072
O 1.4794 -2.5850 -4.1487
O 4.8600 2.6507 4.3347
O -4.5542 -2.3164 -4.4540
C -0.4276 2.5817 4.3948
C 1.4345 0.1943 -1.9834
C -3.4751 2.8906 1.2230
C 3.7885 0.6265 3.6954
C -4.2537 -1.2353 -4.0231
C -2.3917 3.9338 1.2105
C -3.6082 -0.1525 -4.8423
C 0.3579 -0.7134 -1.3374
C 0.9049 -2.4519 2.6935
C 2.9177 2.9144 2.9786
C 2.4475 -2.0014 -6.2471
C -0.7767 -1.0634 -2.2664
C 0.5918 1.2330 -0.1383
C -2.5064 1.1311 4.8168
C 3.9736 2.1105 3.7246
C -1.9066 2.5153 4.6699
C 2.0258 -2.1806 1.7275
C -3.0204 1.4592 1.0498
C -4.5374 -0.8490 -2.5843
C 2.2992 -2.8581 -4.9980
C 3.1573 -4.0923 -4.9100
C 2.9295 -3.3303 1.3566
H 4.1211 -3.8681 -4.4461
H 0.8429 -1.5931 -0.9221
H 4.5074 0.0745 4.2952
H 1.9589 2.4075 2.9850
H 3.3717 -3.1506 0.3779
H 3.8689 0.3174 2.6475
H -2.8291 1.0478 2.0411
H 0.0560 1.9752 5.1655
H 2.7743 0.3837 4.0162
H 3.7615 -3.3729 2.0661
H 0.6277 -1.5173 3.1837
H -1.7657 3.9227 2.1035
H 3.2335 3.0426 1.9450
H -2.8364 0.3118 -4.2221
H 1.2007 -3.1887 3.4424
H -0.0088 -2.8174 2.2180
H 1.1090 0.4900 -2.9806
H 3.3595 -4.5092 -5.8965
H -1.3894 -1.8288 -1.7793
H -2.1133 1.3959 0.4560
H -4.9940 0.1398 -2.5400
H -5.2432 -1.5391 -2.1199
H 2.4138 -4.2884 1.3972
H -0.0960 3.6160 4.4000
H -3.6218 -0.9760 -2.0053
H 1.7565 -2.3433 -7.0119
H 2.8420 3.8418 3.5431
H -2.8621 4.9187 1.2360
H -3.7887 0.8653 0.5547
H -1.4370 -0.2130 -2.4265
H 2.4227 -0.2518 -2.0018
H -1.7775 3.8088 0.3205
H -4.3791 0.6144 -4.9824
H 2.6719 -4.8577 -4.3037
H -3.2056 -0.4028 -5.8171
H 2.2643 -0.9603 -5.9789
H -3.4908 1.1798 4.3309
H -0.3910 -1.4934 -3.1879
H 3.4781 -2.0308 -6.6100
H -2.7745 0.9560 5.8616
H -1.9475 0.2951 4.4080
H -0.2066 2.1098 3.4333
```

Computed properties:
* lowest unoccupied orbital energy: 0.1399 eV
* maximum force: 1.21 eV Å⁻¹
* SMILES string: C[C@H]1COC(=O)O1.CC(C)=O.CC(C)=O.CC(C)=O.CC(C)=O.CC(C)=O.CC(C)=O
* energy relative to the best compared isomer or geometry (same formula, charge and spin): 0.0 kJ/mol
* calculated total energy: -1540.624475 a.u.
* gap between HOMO and LUMO: 0.343 Ha

This record from the Open Molecules 2025 dataset describes a cluster of 3 separate species, C22H43Br3INO9P2 in total. The level of theory is wB97M-V/def2-TZVPD.

Geometry as XYZ:
```
81
Properties=species:S:1:pos:R:3
I -4.5925 5.0610 -3.1957
Br 0.6282 7.6382 -0.8097
Br 0.8401 2.8957 -2.2223
Br -4.4030 6.0787 1.6769
P -1.8161 4.0930 3.4508
P -2.6155 5.9055 -1.9511
O -0.1656 5.0825 1.2379
O 3.5735 -4.4105 -0.7580
O -0.5003 3.9421 4.3708
O 2.5680 -2.2424 -2.7406
O -1.7514 -1.6933 3.2485
O -1.4995 -4.9660 3.8052
O -3.0345 7.5506 -1.5508
O -1.4899 -3.7503 0.9479
O 5.6443 -3.5081 -2.8770
N -2.1946 1.2425 -0.0456
C -0.6722 -5.3037 2.6904
C 2.3712 -2.3253 -1.3280
C 0.3833 4.6233 -1.2433
C -2.3075 4.8474 -0.3484
C 1.0543 5.8775 -1.6802
C 3.8648 -4.9469 -2.0559
C -2.5095 5.8242 0.9943
C -0.7092 4.4765 -0.0229
C -2.9234 2.1842 -0.7835
C 7.0128 -3.1821 -2.7127
C -2.1454 -6.1006 4.3587
C -2.6592 -3.1992 1.5695
C -3.3357 3.5957 -0.0589
C -2.4703 -1.7466 2.0146
C 3.5832 -2.9797 -0.6593
C -1.0826 -0.4577 3.4281
C -1.3539 5.3278 2.0697
C -3.3261 1.7217 -2.3134
C -0.4049 -4.0648 1.8315
C 2.1903 5.9255 -2.9058
C 5.3447 -4.8323 -2.4310
C 1.3476 -2.0842 -3.4451
H -1.1507 -6.0767 2.0793
H 7.2912 -3.2238 -1.6551
H -2.0813 2.7701 2.9140
H 0.6892 -2.9374 -3.2659
H -1.7987 0.3691 3.4432
H 3.5355 -2.7638 0.4136
H 0.4461 -4.2836 1.1774
H -0.3466 -0.3026 2.6332
H 2.8463 4.9296 -2.9391
H -2.1903 6.9652 0.8478
H -2.9159 4.6642 4.1877
H 1.7269 6.2103 -3.9437
H -0.5560 -0.4851 4.3870
H -3.0108 -3.8368 2.3828
H 5.5691 -5.5161 -3.2572
H 2.2515 -1.3032 -0.9511
H 2.9603 6.7744 -2.5715
H -1.9385 -1.1917 1.2337
H 5.9622 -5.0970 -1.5655
H 4.5259 -2.5659 -1.0220
H 0.8523 -1.1534 -3.1474
H -4.4400 2.0547 -2.5848
H -1.0680 6.3491 2.6002
H -3.4344 -3.2174 0.7956
H -2.7918 -6.5731 3.6154
H 0.2750 -5.6869 3.0868
H -2.5444 2.0330 -3.1323
H 3.2124 -4.5142 -2.8168
H -3.3609 0.5305 -2.3238
H -1.4056 -6.8184 4.7298
H -2.2761 8.0470 -1.1238
H -2.0005 0.3963 -0.6245
H -4.4555 3.8806 -0.3552
H 3.6139 -6.0114 -1.9923
H -0.5931 3.3197 0.2482
H -2.7656 -5.7693 5.1958
H 1.4702 -2.9052 -1.1006
H -3.3587 3.3828 1.1080
H 7.1713 -2.1608 -3.0724
H 1.5709 -2.0381 -4.5143
H 7.6429 -3.8618 -3.2937
H -3.4488 -1.2833 2.1839
H -0.1241 -3.1994 2.4345
```

Computed properties:
* lowest unoccupied orbital energy: -0.6374 eV
* maximum force: 6.55 eV Å⁻¹
* SMILES string: [H]/N=C(\C)C[C@]1(P(O)I)[C@@H](/C(Br)=C(/C)Br)O[C@H]([PH2]=O)[C@@H]1Br.COCCOCCOC.COCCOCCOC
* calculated total energy: -10298.041142 a.u.
* gap between HOMO and LUMO: 0.300 Ha